This record from the Open Molecules 2025 dataset describes C23H23Br48N3S as an isolated structure in a non-equilibrium geometry. The level of theory is the ωB97M-V functional and the def2-TZVPD basis.

Last column: Löwdin charge in e.
Geometry (Å):
N -1.6540 -0.9702 -0.6656  0.010
C -1.0751 0.3962 -0.7147  -0.244
C -0.1465 0.5630 0.4807  -0.158
C 1.1889 0.5243 0.2871  -0.190
C 2.0749 0.6714 1.4174  -0.101
C 1.5826 0.8357 2.6612  -0.127
C 0.1767 0.8576 2.8831  -0.479
N -0.5204 1.0220 4.0993  -0.489
S -2.0649 1.0363 3.6469  0.843
N -2.0350 0.8210 2.0499  -0.223
C -0.7340 0.7457 1.7836  -0.359
H -0.9265 -1.5539 -0.2613  0.058
H -1.7513 -1.3224 -1.6136  0.066
H -0.4926 0.5562 -1.6262  0.073
H -1.8682 1.1439 -0.6313  0.065
H 1.5869 0.3728 -0.7280  -0.012
H 3.1426 0.6545 1.2405  0.092
H 2.2734 0.9534 3.4840  0.105
C 3.6450 2.7266 -2.8357  -1.605
Br 2.8274 1.9330 -1.2726  0.801
Br 4.6828 4.2773 -2.3640  0.568
Br 4.6628 1.4565 -3.8591  0.565
H 2.8376 3.0685 -3.4664  -0.120
C -4.8004 3.4923 0.8002  -1.643
Br -6.1912 4.7955 1.0625  0.583
Br -5.1758 2.3383 -0.6925  0.566
Br -3.0660 4.3171 0.6331  0.555
H -4.7734 2.8701 1.6833  -0.038
C 1.3611 -2.4764 5.3921  -1.510
Br 0.5212 -0.9234 4.5312  0.909
Br 0.2640 -4.0559 5.2523  0.565
Br 3.1501 -2.7828 4.7145  0.586
H 1.4584 -2.2521 6.4459  -0.029
C -1.2739 2.3025 -4.9671  -1.634
Br 0.5557 2.2072 -4.3714  0.615
Br -1.6353 1.0843 -6.4117  0.585
Br -2.4731 2.0499 -3.4907  0.596
H -1.4306 3.3023 -5.3468  -0.115
C -1.5651 -2.4889 -8.5441  -1.635
Br -2.5437 -1.0387 -9.3513  0.546
Br -2.5105 -4.1563 -8.6970  0.552
Br 0.2257 -2.6145 -9.2434  0.562
H -1.4795 -2.2658 -7.4902  -0.042
C -3.4880 -3.6293 1.4749  -1.623
Br -2.3353 -5.1746 1.5302  0.563
Br -5.2253 -4.0115 2.2074  0.556
Br -2.6770 -2.1040 2.3076  0.644
H -3.6316 -3.3782 0.4323  -0.041
C -0.5963 6.8725 -5.2157  -1.614
Br -1.9049 5.7012 -4.4168  0.607
Br 1.1255 6.0244 -5.3872  0.560
Br -1.2110 7.5749 -6.8979  0.593
H -0.4718 7.7116 -4.5443  -0.073
C 3.3679 -6.7322 4.7990  -1.653
Br 3.3653 -6.8781 6.7185  0.562
Br 5.0328 -7.3302 4.0413  0.549
Br 1.8584 -7.6299 4.0129  0.559
H 3.2685 -5.6814 4.5618  -0.104
C -3.1621 0.8892 8.1702  -1.632
Br -5.0165 0.4481 7.8954  0.573
Br -2.1606 -0.6148 8.8264  0.559
Br -2.3636 1.6321 6.5819  0.611
H -3.1269 1.6541 8.9338  -0.037
C 7.8181 1.1651 -7.0047  -1.638
Br 7.1584 2.8345 -6.3113  0.555
Br 7.2399 -0.3364 -5.9411  0.554
Br 7.3657 0.9353 -8.8609  0.574
H 8.8959 1.1994 -6.9418  -0.032
C -7.4377 -5.9565 -1.0452  -1.640
Br -9.0716 -5.4440 -0.1665  0.570
Br -6.4130 -4.4186 -1.5951  0.554
Br -6.3988 -7.1693 0.0306  0.559
H -7.7128 -6.4881 -1.9443  -0.034
C 9.1121 -6.9684 4.3345  -1.643
Br 8.5264 -5.2361 4.9355  0.561
Br 8.4691 -8.3772 5.4797  0.556
Br 8.6502 -7.2769 2.4882  0.556
H 10.1904 -6.9784 4.3960  -0.034
C -3.5346 -0.4840 13.0856  -1.638
Br -4.0395 0.6770 14.5365  0.573
Br -3.8362 -2.3353 13.5139  0.578
Br -4.4016 0.0111 11.4396  0.550
H -2.4715 -0.3610 12.9351  -0.030
C -3.0998 -4.6406 -13.1927  -1.635
Br -1.7301 -3.6861 -12.2371  0.544
Br -4.6852 -4.8665 -12.1226  0.562
Br -3.4959 -3.8159 -14.8869  0.572
H -2.7140 -5.6277 -13.4021  -0.031
C 1.5115 7.7277 -1.2722  -1.627
Br 0.4522 9.1730 -1.9819  0.598
Br 0.6313 6.0299 -1.4949  0.546
Br 3.2945 7.7235 -1.9959  0.549
H 1.6045 7.8899 -0.2066  -0.152
C 2.7043 7.0675 2.8241  -1.615
Br 1.6559 8.5644 2.2049  0.637
Br 1.7965 5.3965 2.5237  0.574
Br 4.4643 7.0714 2.0482  0.584
H 2.8226 7.1828 3.8919  -0.031

Computed properties:
2S+1 = 1
Energy above the lowest of the compared OMol25 structures with the same formula, charge and spin = 0.0 kcal per mole
LUMO level = -1.240 eV
Highest occupied orbital energy = -9.0 eV

This record from the Open Molecules 2025 dataset describes C23H23CdPSb as an isolated structure in a non-equilibrium geometry. The level of theory is the ωB97M-V functional and the def2-TZVPD basis.

Last column: Löwdin charge in e.
Geometry (Å):
C 2.9485 -0.0377 -0.7699  -0.242
C 3.2883 -0.2235 0.6082  -0.229
C 2.9111 0.9694 1.3097  -0.234
C 2.4995 1.9358 0.3515  -0.239
C 2.4192 1.2944 -0.9261  -0.236
Cd -1.3673 -0.9476 -0.7991  0.503
P -1.8865 -3.3315 -0.8910  0.369
H 3.0389 -0.7712 -1.5793  0.042
H 3.6739 -1.1383 1.0576  0.042
H 3.0073 1.1306 2.3715  0.042
H 2.0411 1.7441 -1.8495  0.041
H 2.2478 2.9619 0.5699  0.041
H -2.2748 -3.7118 0.4364  -0.166
H -0.7537 -4.1700 -1.1911  -0.156
H -2.9693 -3.7494 -1.7557  -0.161
C -6.2891 -0.8826 0.7427  -0.112
C -6.0620 -0.0364 -0.3513  -0.112
C -4.9190 0.7730 -0.3838  -0.159
C -4.0528 0.7813 0.7227  -0.411
C -4.4348 0.1645 1.9213  -0.136
C -5.5074 -0.7409 1.9035  -0.101
Sb -1.9569 1.4611 0.4521  1.196
C -2.4074 3.4649 -0.2478  -0.415
C -1.6585 4.0212 -1.2944  -0.131
C -2.2333 5.0572 -2.0380  -0.099
C -3.5236 5.5231 -1.7343  -0.106
C -4.1843 5.0404 -0.6015  -0.105
C -3.6041 4.0344 0.1822  -0.164
C -1.3242 1.4905 2.5452  -0.392
C -1.6453 2.6527 3.2387  -0.146
C -1.5878 2.6493 4.6397  -0.099
C -1.1838 1.4881 5.3143  -0.103
C -0.8100 0.3358 4.5964  -0.093
C -0.8628 0.3369 3.1956  -0.136
H -7.0979 -1.6126 0.7208  0.091
H -6.7663 -0.0058 -1.1982  0.100
H -4.7251 1.3715 -1.2900  0.102
H -3.8854 0.3350 2.8503  0.091
H -5.7475 -1.3012 2.8078  0.095
H -0.6550 3.6433 -1.5110  0.100
H -1.6772 5.5043 -2.8645  0.098
H -4.0013 6.2740 -2.3648  0.093
H -5.1503 5.4390 -0.3009  0.093
H -4.1047 3.6781 1.0846  0.092
H -1.9940 3.5427 2.7022  0.085
H -1.8839 3.5527 5.1812  0.096
H -1.1885 1.4729 6.4055  0.092
H -0.5002 -0.5706 5.1252  0.099
H -0.5962 -0.5613 2.6278  0.078

Computed properties:
2S+1 = 1
Charge = -1
LUMO level (alpha / beta) = 2.456 / 2.480 eV
Highest occupied orbital energy (alpha / beta) = -2.2 / -2.1 eV

This record from the Open Molecules 2025 dataset describes C23H23Cl2O2PRhSSe4 as an isolated structure. The level of theory is the ωB97M-V functional and the def2-TZVPD basis.

Last column: Löwdin charge in e.
Geometry (Å):
Rh 0.3807 0.8686 -0.8661  -0.309
Se 1.8494 0.5821 1.4099  0.290
P -0.0437 -0.2240 2.0183  0.209
Se -1.5488 0.1108 0.4802  0.382
C -0.5898 0.4883 3.6059  -0.377
C 0.3326 0.6132 4.6410  -0.109
C -0.0522 1.1495 5.8584  -0.085
C -1.3603 1.5792 6.0466  -0.095
C -2.2770 1.4718 5.0125  -0.085
C -1.8934 0.9282 3.7935  -0.101
C 0.1122 -2.0024 2.3951  -0.387
C 1.1391 -2.4211 3.2367  -0.104
C 1.2955 -3.7643 3.5329  -0.085
C 0.4360 -4.7034 2.9754  -0.093
C -0.5757 -4.2912 2.1232  -0.081
C -0.7385 -2.9432 1.8333  -0.109
H 1.3655 0.3215 4.4803  0.081
H 0.6732 1.2474 6.6560  0.100
H -1.6581 2.0107 6.9941  0.097
H -3.2924 1.8233 5.1454  0.101
H -2.6037 0.8652 2.9785  0.060
H 1.8416 -1.6962 3.6348  0.084
H 2.0997 -4.0809 4.1851  0.099
H 0.5676 -5.7558 3.1942  0.097
H -1.2331 -5.0204 1.6665  0.100
H -1.5110 -2.6171 1.1492  0.056
O -1.9985 -3.3394 -2.3509  -0.064
C -1.8969 -1.9307 -2.6002  -0.272
C -0.8113 -1.6748 -3.6338  -0.584
C -1.1412 -2.5287 -4.8726  -0.222
O -0.2421 -2.3534 -5.9642  -0.063
C -0.8220 -0.2039 -4.0663  -0.540
Se -1.1035 1.2192 -2.7480  0.565
C 0.5663 -2.0825 -3.1187  -0.529
Se 1.1604 -1.4226 -1.3666  0.516
H -2.2957 -3.4504 -1.4460  0.075
H -1.6360 -1.3993 -1.6835  -0.014
H -2.8564 -1.5424 -2.9647  0.126
H -2.1688 -2.3011 -5.1898  0.125
H -1.0949 -3.5851 -4.6140  0.121
H -0.1990 -1.4117 -6.1592  0.069
H -1.6591 -0.0354 -4.7538  0.058
H 0.1040 0.0206 -4.6000  0.056
H 1.3133 -1.8051 -3.8607  0.054
H 0.5947 -3.1676 -3.0087  0.056
Cl 2.3156 1.8543 -1.9920  0.688
C 2.1060 3.5845 -1.7791  -0.597
C 3.0475 4.3804 -2.4046  -0.132
C 2.9763 5.7560 -2.2699  -0.109
C 1.9546 6.3009 -1.5074  -0.138
C 1.0256 5.4775 -0.9017  -0.684
Cl -0.2266 6.2424 0.0337  0.635
C 1.0445 4.0710 -1.0068  -0.697
S -0.1717 3.1076 -0.2316  0.478
H 3.8296 3.9151 -2.9896  0.098
H 3.7046 6.3939 -2.7517  0.095
H 1.8655 7.3709 -1.3786  0.095

Computed properties:
2S+1 = 1
Energy above the lowest of the compared OMol25 structures with the same formula, charge and spin = 0.0 kcal per mole
Charge = -1
LUMO level = 2.410 eV
Highest occupied orbital energy = -4.3 eV

This record from the Open Molecules 2025 dataset describes C23H23F3N5O6OsS2 as an isolated structure in a non-equilibrium geometry. The level of theory is the ωB97M-V functional and the def2-TZVPD basis.

Last column: Löwdin spin population.
Geometry (Å):
Os -0.5448 0.4310 -2.3325  2.461
C -1.9692 -0.4762 1.7420  0.006
C -0.7987 -1.1979 1.0152  0.006
C -0.1542 -2.1921 1.8779  0.006
O 0.1332 -0.2896 0.4346  0.092
H -2.8107 -1.1525 1.7430  0.001
H -2.2539 0.4712 1.2400  0.002
H -1.8175 -0.3409 2.8467  0.002
H -1.2680 -1.6697 0.1634  0.001
H 0.2884 -1.8019 2.7833  0.002
H 0.6279 -2.5950 1.2265  0.000
H -0.7612 -3.0610 2.1059  0.001
N 2.1058 -1.5571 -1.1579  0.005
C 2.5702 -0.8878 -2.1875  0.015
S 1.6160 0.1786 -3.2207  0.079
N 3.8541 -0.9529 -2.5109  0.014
C 4.9141 -1.5287 -1.7841  0.000
C 5.9970 -0.6698 -1.5216  0.002
C 6.9950 -1.1225 -0.6124  0.000
C 7.0029 -2.4160 -0.1155  0.002
C 5.9379 -3.2554 -0.4855  0.000
C 4.8744 -2.7934 -1.2647  0.002
H 1.1217 -1.6242 -1.0233  0.001
H 2.5816 -2.3645 -0.7773  0.000
H 4.1452 -0.3771 -3.2572  0.000
H 6.0583 0.3498 -1.8002  0.000
H 7.7486 -0.4427 -0.3240  0.000
H 7.8524 -2.8659 0.4732  0.000
H 5.8326 -4.2537 -0.0647  0.000
H 4.1222 -3.5412 -1.3657  0.000
F -7.3314 0.4607 -0.3861  0.000
C -6.4033 1.2776 0.2009  0.000
F -6.8251 2.4654 0.0874  0.000
F -6.3256 0.9599 1.4769  0.000
C -5.0259 1.0485 -0.4725  0.005
C -4.5305 -0.2731 -0.6435  0.000
C -3.3167 -0.4342 -1.3525  0.003
N -2.6294 0.6609 -1.7663  0.006
C -3.1307 1.8214 -1.6721  0.015
C -4.3715 2.0956 -1.1133  0.000
H -5.0182 -1.0810 -0.2298  0.000
H -3.0058 -1.4593 -1.6962  0.000
H -2.5549 2.6381 -2.1355  0.004
H -4.6735 3.1397 -0.8625  0.000
O -3.2989 3.5713 1.2834  -0.002
S -1.9129 3.9161 1.1321  -0.001
O -1.4991 5.2038 1.5233  -0.001
N -1.4128 3.5710 -0.4653  0.096
C -0.5995 2.5907 -0.3935  0.044
O 0.0084 2.0831 -1.4345  0.177
C -0.2220 1.9668 0.8657  0.230
C 0.7195 0.8591 1.1286  0.063
C 0.9703 0.7718 2.5949  0.197
C 0.2898 1.4151 3.5747  -0.003
C -0.7349 2.3744 3.2736  0.300
C -0.8651 2.6625 1.9032  -0.014
H 1.6258 1.0357 0.5380  0.021
H 1.7296 0.1492 2.9346  0.010
H 0.4911 1.0495 4.5608  -0.005
H -1.3180 2.7877 4.0857  0.015
O -0.3946 -2.0252 -1.9159  0.103
N -1.0545 -2.2046 -2.9871  0.018
O -1.3810 -1.0994 -3.4835  0.025

Computed properties:
2S+1 = 5
Energy above the lowest of the compared OMol25 structures with the same formula, charge and spin = 55.1 kcal per mole
Charge = +1
LUMO level (alpha / beta) = -3.304 / -5.051 eV
Highest occupied orbital energy (alpha / beta) = -11.2 / -12.2 eV